DFT (wB97M-V/def2-TZVPD) results for 9 unconnected molecules or ions with the total composition C31H78N9O15 in a non-equilibrium geometry.

Charge: +1
DFT total energy, eV: -77498.0039
Strongest force on any atom, hartree/bohr: 0.14222
E_HOMO, eV: -6.2

CARTESIAN COORDINATES (ANGSTROEM)
C: 0.295 -4.242 -1.038
N: -0.606 -3.227 -1.886
C: -0.288 -3.543 -3.340
C: -2.038 -3.702 -1.667
C: -0.517 -1.794 -1.341
C: -1.338 -0.644 -1.921
O: -0.834 -0.359 -3.224
H: 0.182 -5.245 -1.449
H: 0.123 -4.069 0.025
H: 1.248 -3.907 -1.446
H: -0.326 -4.600 -3.604
H: 0.643 -3.055 -3.630
H: -1.177 -3.091 -3.780
H: -2.259 -3.556 -0.609
H: -2.086 -4.778 -1.838
H: -2.669 -3.146 -2.360
H: 0.542 -1.535 -1.369
H: -0.795 -1.891 -0.292
H: -1.105 0.173 -1.238
H: -2.380 -0.945 -1.818
H: -1.500 -0.073 -3.853
C: 0.130 -10.739 -1.645
N: 0.475 -11.561 -0.435
C: 0.849 -10.553 0.684
C: -0.702 -12.308 0.140
C: 1.712 -12.459 -0.676
C: 1.667 -13.431 -1.888
O: 2.582 -14.422 -1.680
H: -0.777 -10.189 -1.397
H: -0.184 -11.395 -2.457
H: 0.885 -10.051 -2.026
H: 1.212 -11.180 1.499
H: 0.027 -9.911 1.001
H: 1.746 -10.005 0.393
H: -0.857 -13.263 -0.362
H: -1.619 -11.724 0.057
H: -0.463 -12.629 1.154
H: 1.833 -12.961 0.284
H: 2.599 -11.840 -0.808
H: 1.997 -13.001 -2.834
H: 0.747 -13.987 -2.063
H: 3.333 -14.205 -2.238
C: 2.235 1.072 5.809
N: 2.014 1.716 4.415
C: 3.349 1.893 3.637
C: 0.958 0.725 3.782
C: 1.219 3.045 4.608
C: 1.258 4.094 3.448
O: 0.924 3.343 2.283
H: 1.333 0.645 6.249
H: 2.784 1.862 6.321
H: 2.985 0.296 5.659
H: 3.802 0.908 3.747
H: 3.910 2.642 4.197
H: 3.162 2.139 2.592
H: 1.435 -0.254 3.746
H: 0.650 1.020 2.779
H: 0.068 0.514 4.375
H: 1.839 3.458 5.403
H: 0.181 2.824 4.859
H: 2.292 4.409 3.308
H: 0.682 5.017 3.519
H: 0.508 3.980 1.698
C: -9.239 3.989 5.161
C: -7.918 3.952 4.330
C: -7.715 5.412 3.738
N: -6.536 5.495 2.836
C: -5.253 5.294 3.581
C: -6.604 4.477 1.681
C: -5.552 4.945 0.643
C: -5.907 6.385 0.584
C: -6.587 6.764 1.966
H: -9.113 4.667 6.005
H: -9.430 2.994 5.561
H: -10.116 4.049 4.517
H: -8.141 3.157 3.618
H: -7.202 3.487 5.008
H: -7.751 6.254 4.430
H: -8.521 5.567 3.022
H: -5.411 4.351 4.105
H: -5.262 5.916 4.477
H: -4.291 5.218 3.075
H: -6.469 3.426 1.934
H: -7.590 4.673 1.259
H: -4.596 4.675 1.091
H: -5.747 4.377 -0.267
H: -5.048 7.003 0.321
H: -6.570 6.752 -0.199
H: -6.065 7.589 2.451
H: -7.643 6.966 1.790
C: 4.557 3.576 -2.624
C: 5.411 4.761 -2.831
C: 5.550 5.665 -1.599
N: 6.571 6.778 -1.656
C: 6.450 7.656 -0.308
C: 6.320 7.757 -2.804
C: 7.685 8.392 -3.197
C: 8.724 7.292 -2.926
C: 8.167 6.370 -1.821
H: 5.002 3.087 -1.757
H: 4.391 2.955 -3.504
H: 3.596 3.850 -2.189
H: 5.054 5.318 -3.697
H: 6.388 4.393 -3.145
H: 5.692 5.155 -0.646
H: 4.641 6.265 -1.565
H: 5.491 8.174 -0.311
H: 7.334 8.293 -0.266
H: 6.356 7.050 0.593
H: 5.671 8.573 -2.488
H: 5.909 7.280 -3.693
H: 7.841 9.243 -2.535
H: 7.777 8.858 -4.178
H: 9.672 7.695 -2.568
H: 9.005 6.769 -3.840
H: 8.463 6.504 -0.780
H: 8.165 5.309 -2.067
N: -2.166 -9.020 -6.638
O: -2.367 -9.637 -7.635
O: -2.948 -9.048 -5.702
O: -1.208 -8.301 -6.510
N: 5.274 -2.431 1.358
O: 4.406 -1.810 0.794
O: 6.382 -2.232 1.102
O: 4.858 -3.405 1.989
N: -3.439 0.457 -7.485
O: -3.610 1.400 -6.667
O: -3.099 -0.616 -7.067
O: -3.600 0.670 -8.676
N: -6.528 -0.849 0.816
O: -6.539 -0.390 -0.318
O: -7.486 -1.082 1.472
O: -5.427 -0.866 1.391